[1]
Below is a molecular structure, C32H22N7O2ScSe in a non-equilibrium geometry, with properties calculated with ωB97M-V/def2-TZVPD.

Properties
calculated total energy = -4928.729608 hartree
energy relative to the best compared isomer or geometry (same formula, charge and spin) = 0.0 kcal per mole
Kohn-Sham gap (spin up / spin down) = 0.215 / 0.140 hartree
HOMO (spin up / spin down) = -0.04389 / 0.03031 Ha

ORCA input file:
```
! RIJCOSX wB97M-V def2-TZVPD def2/J DEFGRID3
* xyz -2 1
Sc 0.578 -0.241 0.483
C 1.334 3.798 1.661
C 0.225 4.508 1.186
C -0.974 3.864 1.027
C -1.106 2.470 1.356
N 0.052 1.770 1.562
C 1.167 2.431 1.870
N -2.298 1.882 1.211
C -2.506 0.590 1.179
N -1.580 -0.432 1.201
C -2.255 -1.633 1.092
N -1.771 -2.820 1.046
C -0.475 -3.162 1.037
C -0.359 -4.610 1.136
C 0.564 -5.144 1.975
C 1.592 -4.328 2.485
C 1.548 -2.973 2.191
N 0.505 -2.370 1.568
C -3.730 -1.353 1.021
C -4.805 -2.224 0.891
C -6.045 -1.640 0.925
C -6.239 -0.265 1.002
C -5.133 0.615 1.035
C -3.886 0.059 1.042
H 2.273 4.312 1.918
H 0.268 5.590 1.019
H -1.846 4.391 0.606
H 1.935 1.793 2.297
H -1.123 -5.235 0.667
H 0.529 -6.203 2.296
H 2.438 -4.725 3.088
H 2.292 -2.275 2.592
H -4.630 -3.295 0.720
H -6.931 -2.288 0.848
H -7.267 0.099 1.014
H -5.251 1.701 1.123
O 2.386 -0.109 1.456
C 3.551 -0.570 1.127
C 4.427 -1.080 2.109
C 5.660 -1.686 1.780
C 6.163 -1.604 0.482
C 5.336 -1.074 -0.513
C 4.001 -0.609 -0.263
C 3.232 -0.209 -1.352
N 1.958 0.148 -1.266
N 1.455 0.822 -2.305
C 0.152 1.080 -2.148
O -0.478 0.893 -1.072
C -0.536 1.730 -3.297
C -1.849 2.138 -3.198
C -2.324 3.024 -4.167
C -1.503 3.501 -5.159
C -0.243 2.940 -5.347
C 0.246 2.062 -4.436
H 4.041 -0.997 3.123
H 6.219 -2.183 2.568
H 7.136 -1.976 0.210
H 5.792 -0.915 -1.479
H 3.766 -0.036 -2.288
H -2.516 1.860 -2.344
H -3.331 3.394 -4.055
H -1.875 4.361 -5.752
H 0.332 3.211 -6.229
H 1.244 1.674 -4.536
Se 0.468 -2.447 -1.019
*
```

Partial atomic charges computed with the Mulliken method, in multiples of e: -0.25 -0.88 -0.18 -0.63 0.31 0.05 0.09 -0.58 -0.45 0.17 -0.05 -0.45 0.44 -0.76 -0.20 -0.72 -0.20 -0.03 0.23 -0.20 -0.47 -0.63 -0.02 0.35 0.33 0.34 0.35 0.44 0.34 0.29 0.30 0.27 0.44 0.31 0.34 0.45 -0.52 0.65 -0.04 -0.67 -0.60 -0.98 0.57 -0.51 0.59 -0.86 0.52 -0.29 0.23 -0.46 -0.43 -0.42 -0.42 -0.59 0.42 0.33 0.38 0.29 0.20 0.35 0.37 0.30 0.35 0.42 -0.36

[2]
Below is a molecular structure, C9H26N2O7Y in a non-equilibrium geometry, with properties calculated with ωB97M-V/def2-TZVPD.

Properties
calculated total energy = -1032.693101 hartree
energy relative to the best compared isomer or geometry (same formula, charge and spin) = 38.4 kcal per mole
Kohn-Sham gap (spin up / spin down) = 0.307 / 0.198 hartree
HOMO (spin up / spin down) = -0.41031 / -0.32600 Ha

ORCA input file:
```
! RIJCOSX wB97M-V def2-TZVPD def2/J DEFGRID3
* xyz 1 1
O -0.240 -1.267 -2.442
H 0.147 -1.926 -3.053
Y 0.095 -0.559 -0.380
N -0.562 1.646 0.384
N -2.029 0.096 -0.993
O 0.316 2.592 1.002
O -2.747 -0.681 -1.909
C -1.801 2.109 0.134
C -2.632 1.235 -0.645
C -2.323 3.405 0.644
C -4.023 1.575 -1.031
H -1.553 4.120 0.964
H -3.025 3.238 1.477
H -2.885 3.903 -0.156
H -4.434 0.752 -1.618
H -4.071 2.488 -1.640
H -4.641 1.716 -0.133
H -0.240 2.986 1.689
H -1.998 -1.126 -2.412
O -1.164 -1.637 1.439
H -2.023 -1.305 1.768
H -1.225 -2.607 1.467
C 1.115 0.316 -2.108
H 2.055 0.118 -1.536
H 0.571 1.228 -1.796
H 1.270 0.255 -3.185
O 3.039 3.441 0.268
H 2.106 3.150 0.208
H 3.474 2.929 -0.465
C 1.892 0.221 2.485
O 1.857 -0.569 1.274
C 2.770 -1.707 1.330
C 2.495 -2.660 0.165
O 1.051 -2.678 -0.043
C 0.470 -3.891 -0.584
H 2.279 1.221 2.271
H 2.537 -0.281 3.219
H 0.882 0.297 2.899
H 3.810 -1.343 1.309
H 2.616 -2.239 2.289
H 2.985 -2.293 -0.754
H 2.835 -3.688 0.371
H 1.244 -4.505 -1.070
H -0.010 -4.469 0.225
H -0.285 -3.603 -1.327
*
```

Partial atomic charges computed with the Mulliken method, in multiples of e: -0.67 0.16 1.45 0.20 0.38 -0.56 -0.63 0.44 0.15 -1.67 -1.44 0.52 0.31 0.34 0.39 0.32 0.31 0.27 0.35 -0.52 0.27 0.26 -0.77 0.30 0.25 0.43 -0.63 0.31 0.32 -0.79 -0.20 -0.62 -0.65 -0.32 -0.92 0.24 0.46 0.22 0.39 0.52 0.28 0.55 0.44 0.28 0.27

[3]
Below is 6 unconnected molecules or ions with the total composition C44H47ClF40N6O7 in a non-equilibrium geometry, with properties calculated with ωB97M-V/def2-TZVPD.

Properties
calculated total energy = -7014.547835 hartree
SMILES = C=CCc1cnc2c(CC(N)(N)N)c(C[C@H](C)Cl)c(CN)c(CC(=O)O)c2n1.FC(F)C(F)(F)COC(F)(F)C(F)F.FC(F)C(F)(F)COC(F)(F)C(F)F.FC(F)C(F)(F)COC(F)(F)C(F)F.FC(F)C(F)(F)COC(F)(F)C(F)F.FC(F)C(F)(F)COC(F)(F)C(F)F
Kohn-Sham gap = 0.272 hartree
HOMO = -0.29959 Ha

ORCA input file:
```
! RIJCOSX wB97M-V def2-TZVPD def2/J DEFGRID3
* xyz 0 1
C 3.858 2.954 -7.679
C 3.046 4.009 -7.170
C 2.642 4.226 -5.639
C 1.994 2.908 -4.955
C 0.805 2.209 -5.679
N 0.113 1.051 -5.213
C 0.676 0.619 -3.959
C -0.002 -0.647 -3.278
C -1.259 -1.316 -4.060
C -2.639 -0.483 -3.899
N -3.588 -1.074 -2.891
N -3.356 -0.606 -5.239
N -2.447 0.949 -3.538
C 0.483 -1.295 -1.955
C -0.175 -2.605 -1.273
C -1.117 -2.294 -0.001
C -2.675 -2.682 -0.220
Cl -1.061 -0.564 0.605
C 1.753 -0.624 -1.260
C 2.362 -1.248 0.085
N 3.831 -1.614 -0.072
C 2.421 0.654 -1.886
C 3.694 1.332 -1.174
C 3.419 1.812 0.328
O 4.075 1.217 1.247
O 2.516 2.847 0.723
C 1.883 1.276 -3.244
N 2.572 2.443 -3.736
H 4.621 3.152 -8.510
H 3.719 1.889 -7.288
H 2.669 4.794 -7.925
H 3.615 4.445 -5.051
H 1.906 5.108 -5.478
H 0.440 2.675 -6.667
H -0.976 -1.235 -5.182
H -1.372 -2.433 -3.846
H -3.306 -2.067 -2.822
H -4.551 -1.036 -3.268
H -2.834 -0.057 -5.960
H -3.203 -1.591 -5.548
H -2.494 1.466 -4.437
H -3.223 1.318 -2.969
H 0.705 -3.277 -0.929
H -0.785 -3.240 -2.001
H -0.751 -2.972 0.865
H -3.093 -3.180 0.735
H -2.854 -3.420 -1.076
H -3.291 -1.717 -0.368
H 1.833 -2.196 0.445
H 2.270 -0.486 0.953
H 3.857 -2.577 -0.474
H 4.188 -1.758 0.896
H 4.528 0.529 -1.154
H 4.127 2.224 -1.744
H 1.789 2.359 1.197
F -6.790 4.237 0.351
C -6.166 4.125 -0.833
F -7.134 3.849 -1.747
C -5.091 3.035 -0.856
F -5.635 1.800 -0.737
F -4.505 3.063 -2.091
C -3.958 3.179 0.180
O -4.083 2.454 1.412
C -4.889 3.037 2.416
F -5.098 4.335 2.111
F -4.141 3.040 3.544
C -6.188 2.259 2.671
F -6.896 2.056 1.541
F -6.999 2.936 3.524
H -5.739 5.099 -1.092
H -3.068 2.739 -0.287
H -3.687 4.224 0.353
H -5.970 1.284 3.109
F 0.600 5.310 6.277
C 1.941 5.238 6.317
F 2.359 6.325 7.017
C 2.593 5.219 4.931
F 2.418 6.399 4.288
F 3.941 5.093 5.114
C 2.161 4.074 3.990
O 1.108 4.364 3.047
C -0.210 4.287 3.553
F -0.193 3.622 4.726
F -0.896 3.498 2.692
C -0.901 5.656 3.645
F -0.173 6.555 4.336
F -2.098 5.550 4.277
H 2.222 4.350 6.891
H 3.029 3.859 3.355
H 1.979 3.139 4.525
H -1.075 6.064 2.647
F 3.198 -3.987 4.931
C 3.611 -2.804 4.445
F 2.662 -2.407 3.558
C 4.982 -2.871 3.765
F 4.938 -3.613 2.629
F 5.310 -1.607 3.364
C 6.143 -3.380 4.645
O 6.488 -4.774 4.564
C 5.710 -5.680 5.321
F 5.002 -4.991 6.240
F 6.588 -6.434 6.022
C 4.839 -6.599 4.452
F 4.068 -5.911 3.586
F 4.001 -7.339 5.222
H 3.618 -2.078 5.265
H 7.041 -2.872 4.275
H 6.050 -3.050 5.683
H 5.464 -7.282 3.872
F 3.985 -1.346 -5.143
C 4.411 -0.180 -5.653
F 3.472 0.204 -6.562
C 5.787 -0.275 -6.318
F 5.744 -1.043 -7.435
F 6.124 0.979 -6.745
C 6.944 -0.767 -5.423
O 7.284 -2.164 -5.471
C 6.501 -3.049 -4.694
F 5.794 -2.335 -3.794
F 7.375 -3.789 -3.973
C 5.628 -3.985 -5.543
F 4.862 -3.315 -6.426
F 4.785 -4.703 -4.758
H 4.416 0.566 -4.851
H 7.846 -0.272 -5.803
H 6.850 -0.412 -4.394
H 6.252 -4.683 -6.105
F -6.913 -3.816 3.531
C -7.548 -4.540 4.468
F -7.781 -5.758 3.914
C -8.864 -3.911 4.937
F -9.789 -3.907 3.946
F -9.376 -4.715 5.917
C -8.768 -2.489 5.529
O -9.029 -1.377 4.655
C -7.971 -0.943 3.824
F -6.813 -1.466 4.279
F -7.871 0.394 4.012
C -8.218 -1.225 2.334
F -8.515 -2.518 2.097
F -7.114 -0.934 1.600
H -6.866 -4.687 5.312
H -9.570 -2.422 6.273
H -7.850 -2.342 6.103
H -9.047 -0.619 1.963
*
```

Mulliken population analysis, charges in e, atoms 1 to 99: -0.34 -0.29 -0.56 0.57 -0.60 -0.31 0.40 0.61 -1.59 0.58 -0.45 -0.90 -0.27 -0.21 -1.28 0.22 -0.99 -0.09 0.62 -0.60 -0.54 0.14 -0.50 0.14 -0.53 -0.42 0.16 -0.33 0.27 0.07 0.30 0.22 0.33 0.28 0.41 0.53 0.23 0.27 0.30 0.28 0.28 -0.02 0.42 0.38 0.42 0.27 0.22 0.17 0.35 0.09 0.31 0.11 0.30 0.35 0.31 -0.20 -0.04 -0.29 1.02 -0.28 -0.37 -0.81 -0.27 0.66 -0.30 -0.26 0.34 -0.26 -0.32 0.30 0.54 0.28 0.13 -0.20 0.11 -0.29 0.86 -0.28 -0.33 -0.63 -0.37 0.70 -0.30 -0.18 0.22 -0.22 -0.27 0.27 0.34 0.35 0.23 -0.22 0.05 -0.21 0.99 -0.28 -0.32 -0.75 -0.41